A cluster of 2 separate species, CH5N7 in total at a distorted geometry, computed with ωB97M-V with the def2-TZVPD basis set.

Last column: Mulliken spin population.
Geometry (Å):
C1 -0.412 0.198 -2.110  -0.004
N1 -0.433 2.056 -1.004  -0.002
N2 0.493 1.419 -0.497  0.012
N3 -0.963 1.395 -2.050  0.000
N4 0.559 0.280 -1.173  0.000
N5 -0.629 0.303 1.963  0.860
N6 -0.131 -0.847 1.828  0.331
N7 0.831 -1.325 1.179  0.849
H1 -0.486 -0.504 -2.881  0.000
H2 -0.658 -1.356 2.602  -0.026
H3 -0.190 1.032 1.349  -0.008
H4 0.971 -0.401 -0.649  0.007
H5 1.047 -2.249 1.442  -0.017

Cartesian forces (eV/Å) of the 6 atoms listed first:
C 1.370 3.385 1.777
N -1.870 2.230 -1.622
N 1.189 -1.294 0.502
N -1.707 -0.302 -0.859
N -0.372 0.060 -1.063
N -1.289 8.297 -0.975

Calculated values
⟨S²⟩: 2.01
Net charge: 0
Energy above the lowest of the compared OMol25 structures with the same formula, charge and spin: 0.00 kcal/mol
2S+1: 3
E_HOMO (alpha / beta): -6.61 / -10.42 eV
Lowest unoccupied orbital energy (alpha / beta): 0.811 / -1.850 eV